# 1
The molecule C8H11F3O2, computed with ωB97M-V/def2-TZVPD.

Summary:
Kohn-Sham gap   10.49 eV
HOMO   -0.3600 hartree
SMILES   CCOC(=O)C(C)(C)C(F)=C(F)F
Energy above the lowest of the compared OMol25 structures with the same formula, charge and spin   50.1 kcal per mole
E_LUMO   0.02551 Ha

Each line ends with the Löwdin charge.
CARTESIAN COORDINATES (ANGSTROEM)
F  2.550  -1.463  -1.916  0.090
F  1.483  0.951  -2.457  0.052
F  1.499  -1.524  0.245  0.049
O  -0.352  0.261  1.918  0.011
O  1.408  1.690  1.483  0.048
C  1.058  0.339  -1.282  -0.113
C  0.412  0.990  1.096  -0.393
C  0.381  -0.117  3.115  -0.218
C  1.707  -0.849  -1.008  -0.125
C  -0.375  -0.646  4.314  -0.071
C  -0.007  1.049  -0.440  -0.350
C  -0.295  2.652  -0.695  0.010
C  -1.275  0.251  -0.637  -0.067
H  -1.435  0.259  -1.746  0.103
H  -1.063  0.100  4.652  0.062
H  1.160  -0.702  2.764  0.092
H  0.930  0.806  3.498  0.139
H  -2.180  0.716  -0.159  0.108
H  -0.843  2.766  -1.653  0.084
H  -1.231  -0.840  -0.396  0.103
H  0.249  -1.033  5.173  0.098
H  -0.763  3.117  0.191  0.091
H  -0.918  -1.618  4.033  0.097
H  0.730  3.118  -0.848  0.099

---

# 2
A structure of composition C27H45Cl2OPRuS, computed with ωB97M-V/def2-TZVPD.

Summary:
Net charge   -1
Kohn-Sham gap (alpha / beta)   3.58 / 5.57 eV
HOMO (alpha / beta)   -0.0503 / -0.1244 hartree
E_LUMO (alpha / beta)   0.08135 / 0.08022 Ha
2S+1   6

Each line ends with the Löwdin spin population.
CARTESIAN COORDINATES (ANGSTROEM)
Ru  0.066  0.269  3.005  2.975
Cl  -1.970  -0.435  2.286  0.284
Cl  2.284  0.175  2.491  0.246
S  -0.800  -1.289  5.630  0.038
P  0.170  -0.753  -0.784  0.012
O  0.326  -1.004  4.540  0.122
C  -0.212  -0.383  7.067  0.004
C  -1.441  -4.522  -1.925  0.000
C  0.114  3.272  2.467  0.153
C  -2.884  2.127  -3.117  0.000
C  -1.565  1.440  -1.010  0.002
C  0.002  -2.421  -1.634  0.002
C  -0.229  -5.405  -1.601  0.000
C  -0.347  1.605  4.188  0.671
C  -1.142  0.269  -3.204  0.000
C  -0.466  2.992  3.710  0.112
C  3.333  -0.084  -3.644  0.000
C  0.023  4.548  1.903  0.002
C  -1.128  4.035  4.422  0.109
C  -1.341  -3.104  -1.329  0.001
C  1.935  -0.504  -3.176  0.000
C  1.210  -3.303  -1.282  0.000
C  1.865  1.380  -1.517  0.000
C  -2.847  2.071  -1.579  0.000
C  -1.244  5.289  3.849  -0.002
C  3.271  1.841  -1.936  0.000
C  1.114  -4.717  -1.880  0.000
C  -1.253  0.102  -1.688  0.001
C  -0.256  -2.909  6.195  0.014
C  1.715  -0.130  -1.701  0.001
C  -0.666  5.552  2.584  0.140
C  -2.439  0.829  -3.805  0.000
C  3.647  1.393  -3.356  0.000
H  3.121  2.028  -4.084  0.000
H  -0.761  6.540  2.154  0.011
H  -2.279  1.015  -4.876  0.000
H  1.260  -4.652  -2.971  0.000
H  4.719  1.564  -3.507  0.000
H  -3.233  0.073  -3.720  0.000
H  0.496  4.739  0.939  -0.004
H  -0.721  2.128  -1.153  0.000
H  -0.450  -3.643  5.399  0.000
H  -0.578  1.517  5.265  0.058
H  -0.854  -3.131  7.090  0.004
H  0.668  2.471  1.973  0.028
H  1.313  -3.375  -0.191  0.000
H  -1.776  6.092  4.371  -0.003
H  -2.955  3.085  -1.172  0.000
H  -0.272  -5.694  -0.542  0.000
H  1.677  1.668  -0.474  0.001
H  0.853  -0.166  6.946  0.002
H  -0.331  0.976  -3.429  0.000
H  -2.171  -2.520  -1.743  0.000
H  -1.509  -3.143  -0.244  0.001
H  -1.543  3.812  5.401  0.005
H  3.328  2.934  -1.856  0.000
H  3.991  1.421  -1.217  0.000
H  4.076  -0.715  -3.135  0.000
H  -1.539  -4.438  -3.019  0.000
H  0.818  -2.852  6.424  0.001
H  1.192  -0.001  -3.803  0.000
H  -0.372  -1.035  7.936  0.000
H  1.119  1.898  -2.134  0.000
H  -3.707  1.487  -1.218  0.000
H  1.807  -1.579  -3.350  0.000
H  -1.665  1.290  0.075  0.003
H  3.421  -0.277  -4.722  0.000
H  -3.905  2.370  -3.438  0.000
H  2.141  -2.847  -1.640  0.000
H  2.505  -0.627  -1.104  0.001
H  0.020  -2.202  -2.719  0.000
H  -2.360  -4.998  -1.556  0.000
H  -0.801  0.529  7.181  0.001
H  -0.291  -6.331  -2.184  0.000
H  -2.091  -0.580  -1.478  0.001
H  1.935  -5.329  -1.481  0.000
H  -0.897  -0.679  -3.703  0.000
H  -2.240  2.951  -3.458  0.000

---

# 3
The molecule C3H8Si2, computed with ωB97M-V/def2-TZVPD.

Summary:
Kohn-Sham gap   8.92 eV
HOMO   -0.2945 hartree
SMILES   [SiH3]C1([SiH3])C=C1
Energy above the lowest of the compared OMol25 structures with the same formula, charge and spin   66.2 kcal per mole
E_LUMO   0.03321 Ha

Each line ends with the Löwdin charge.
CARTESIAN COORDINATES (ANGSTROEM)
Si  -0.002  -0.451  -1.780  0.596
Si  0.958  1.499  0.939  0.671
C  -1.481  -0.651  0.812  -0.102
C  -0.223  -0.250  0.086  -0.622
C  -0.458  -1.425  1.001  -0.102
H  0.933  0.589  -2.213  -0.090
H  2.369  1.134  0.907  -0.120
H  -1.270  -0.304  -2.499  -0.087
H  0.542  -1.768  -2.126  -0.086
H  -0.023  -2.291  1.437  0.088
H  0.678  2.686  0.141  -0.121
H  -2.503  -0.412  0.978  0.088
H  0.481  1.645  2.315  -0.112